Below is a molecular structure, C51H56BrGeN2O7Pb, with properties calculated with ωB97M-V/def2-TZVPD.

Geometry as XYZ:
```
119
Properties=species:S:1:pos:R:3:mulliken_charge:R:1
Pb 0.59884 0.15111 2.54408 1.776
Br 0.69658 2.37843 4.31541 -0.283
Ge -0.22447 -2.34685 -3.42309 2.588
O -0.39987 -1.46329 4.65879 -0.408
O 0.68016 1.95621 1.26950 -1.037
O -0.54724 -3.28281 5.87087 -0.484
O -0.52533 -1.90408 0.39836 1.928
O 1.54537 -2.80523 0.51467 -0.628
O 3.31580 -0.33043 2.02333 -0.499
O 5.11688 -1.65160 2.01391 -0.486
N 2.06516 -2.10445 3.72691 0.063
N -1.96514 0.26363 1.95665 1.673
C 1.40109 -3.06054 -4.21648 0.254
C 1.32811 -4.20370 -5.01571 -0.358
C 0.72417 4.06724 -0.91990 2.393
C 3.23587 -2.42652 3.20030 0.416
C 1.88171 -4.30501 4.60445 -0.719
C -2.44874 1.41511 2.73662 -1.343
C -2.35509 -4.63963 2.96078 -1.084
C -2.27020 0.53849 0.54481 0.110
C -2.68670 -3.30241 3.00636 -1.015
C 0.13918 -0.85064 -2.19910 -1.073
C 2.45207 -4.69096 -5.66595 -0.816
C -1.50386 0.08496 -6.60783 -0.744
C -2.48522 -3.33925 -1.91766 -0.388
C -1.31158 -1.55919 -4.84066 0.185
C -0.78455 -4.15319 1.22353 -1.165
C 0.08286 -2.51843 4.98175 0.217
C -2.65253 -0.94144 2.43509 -1.762
C 1.13940 -1.04026 -1.06189 0.716
C 0.64025 3.24383 1.57415 0.611
C -3.33337 -1.40429 -6.15887 -0.656
C -1.71869 -5.99866 -1.84291 -0.849
C -2.08780 -2.33929 2.18386 0.839
C 1.92768 4.86947 -1.44279 -1.820
C 3.11533 -4.63392 4.06523 -0.971
C -1.11757 -2.80354 1.29777 1.199
C 0.42427 6.00353 2.35961 -0.369
C 3.86934 -1.35045 2.36057 0.086
C 3.81908 -3.67656 3.35569 -0.582
C -3.30549 -4.27718 -1.30853 -0.838
C 0.28059 7.46283 2.78723 1.820
C -0.77378 -0.51294 -5.59193 -0.562
C -1.27286 -3.71260 -2.50427 0.002
C -2.78852 -0.36006 -6.89013 -0.460
C 0.61832 4.27256 0.60374 -0.738
C 0.92579 2.62354 -1.38717 -2.208
C -2.59814 -2.00011 -5.14131 -0.335
C 0.27189 8.41228 1.58913 -2.006
C -1.03905 7.63460 3.55237 -1.637
C 3.75412 -2.88734 -4.76270 -0.766
C 3.66827 -4.03417 -5.53663 -0.449
C -0.56170 4.58895 -1.58226 -1.892
C 1.45227 7.84742 3.70066 -1.645
C -1.39316 -5.06917 2.05614 -1.186
C -2.92508 -5.61247 -1.27886 -0.629
C 0.49856 5.59422 1.03514 -0.412
C 0.59148 3.69538 2.90497 0.368
C 1.39988 -3.01435 4.42417 1.240
C -0.89628 -5.05340 -2.44508 -0.315
C 0.77629 -2.04008 0.00064 -0.845
C 2.62685 -2.40598 -4.10934 -0.428
C 0.48630 5.00270 3.32100 -0.219
H 0.46931 6.35721 0.27140 0.250
H 1.85659 5.92941 -1.20155 0.339
H -3.69082 -0.92579 2.07246 0.347
H 4.78023 -3.89241 2.91416 0.552
H 5.46172 -0.92995 1.46424 0.409
H -3.53126 1.54220 2.61570 0.406
H 4.69705 -2.36297 -4.67400 0.413
H -3.36000 0.10277 -7.68411 0.388
H 1.47585 7.23905 4.60594 0.316
H 0.07974 1.98703 -1.13301 0.121
H -2.70242 -0.85448 3.52096 0.660
H -1.16315 8.67381 3.86281 0.446
H 2.71062 -1.49750 -3.52350 0.225
H 1.31774 -5.06546 5.12931 0.309
H 0.45025 5.23062 4.37752 0.449
H -4.24607 -3.97105 -0.86782 0.455
H -0.83036 -0.53429 -1.81391 -0.463
H -0.53708 4.38605 -2.65490 0.485
H -1.13172 -6.11614 1.97882 0.542
H 1.28565 -0.08312 -0.53953 -0.682
H -1.88892 7.36138 2.92425 0.363
H -0.57113 8.21650 0.92363 0.378
H -2.85064 -5.34171 3.61798 0.482
H 1.02626 2.63279 -2.47545 0.737
H -1.95082 2.32006 2.38798 0.210
H 3.51851 -5.62907 4.19199 0.459
H -2.23119 1.27318 3.79546 0.332
H 0.38014 -4.71333 -5.14902 0.469
H 2.85688 4.48860 -1.01442 0.419
H -1.73355 1.43478 0.23626 -0.437
H -1.44095 4.09561 -1.16209 0.322
H -2.80680 -2.30236 -1.95387 0.547
H 1.36423 8.89184 4.00535 0.454
H -0.06176 -4.48190 0.49491 0.542
H 1.82477 2.18267 -0.95923 0.359
H -3.43788 -2.96906 3.71343 0.458
H -1.06679 7.01268 4.44859 0.325
H -1.41855 -7.03883 -1.82175 0.415
H 0.04363 -5.37123 -2.88095 0.469
H 2.40490 7.72066 3.18337 0.376
H 1.98956 4.77777 -2.52920 0.463
H -3.03430 -2.82264 -4.58635 0.339
H 0.48695 -0.02514 -2.82450 0.770
H 4.54445 -4.40957 -6.04894 0.392
H 2.37795 -5.57765 -6.28221 0.412
H 2.12017 -1.34231 -1.42463 0.398
H 1.19564 8.34303 1.01138 0.392
H -3.56755 -6.34861 -0.81304 0.438
H 0.23559 -0.16435 -5.39429 0.359
H 0.18009 9.43957 1.94401 0.442
H -4.33108 -1.75968 -6.38276 0.411
H -0.68586 5.66396 -1.45070 0.397
H -1.97250 -0.29185 -0.08176 -0.438
H -3.34770 0.70707 0.42238 0.489
H -1.07049 0.89227 -7.18421 0.407
H -0.05084 -4.08017 6.09020 0.312
```

Properties
Relative energy (zero: lowest compared OMol25 entry of this formula, charge and spin), kcal/mol: 0.00
LUMO level, eV: -3.06
HOMO, eV: -9.955
Total charge: +1
Frontier orbital gap, eV: 6.9

---

Below is 8 unconnected molecules or ions with the total composition C27H64F12N6O6P2, with properties calculated with ωB97M-V/def2-TZVPD.

Geometry as XYZ:
```
117
Properties=species:S:1:pos:R:3:mulliken_charge:R:1
P 1.73645 2.85520 3.38799 1.248
P 0.57334 3.22870 -2.76670 1.184
F -0.23782 1.86466 -2.57706 -0.324
F 1.38394 4.59486 -2.82252 -0.359
F -0.81781 4.06179 -2.91381 -0.376
F 0.87960 2.91628 -4.38851 -0.410
F 0.50998 3.26744 2.43440 -0.398
F 2.83243 3.00747 2.22363 -0.344
F 0.35105 3.25026 -1.12679 -0.338
F 0.80565 3.03273 4.73586 -0.408
F 1.95191 2.38076 -2.56468 -0.397
F 1.91662 4.48404 3.50281 -0.408
F 1.42353 1.34872 3.20409 -0.358
F 3.15645 2.52230 4.20241 -0.369
O 1.01239 -2.60687 1.58686 -0.804
O 4.89833 1.55450 -0.04166 -0.618
O 0.27614 -0.60654 1.29125 -0.543
O 6.33694 1.24667 -1.60315 -0.667
O 2.25915 -1.14672 0.79022 -0.544
O 5.03802 2.92150 -1.77124 -0.610
N 2.02171 1.55206 0.12308 1.047
N -1.68756 -2.82273 -3.45923 0.424
N 5.42147 1.91542 -1.14149 0.848
N 1.18455 -1.47471 1.24658 0.963
N 5.03450 -1.27934 3.63254 0.286
N -3.72515 2.92793 0.06642 0.754
C -2.72791 -2.86003 -2.32797 -0.926
C 4.51341 -2.57089 3.03639 -0.641
C -5.18683 3.25549 -0.38759 -1.095
C -4.33238 -4.68222 -6.57535 -1.055
C 4.72031 -1.14039 5.11134 -0.504
C -3.33366 1.50787 -0.45259 -1.171
C 5.32367 -2.71810 1.63916 -0.450
C 6.65752 -1.93433 1.82775 -0.831
C 3.27247 -1.52460 5.54932 -0.457
C 6.58419 -1.33531 3.27521 -0.457
C -3.23065 -2.67820 -5.48410 -0.448
C -2.51160 1.72106 1.80051 -0.384
C -0.15027 -1.25714 -2.25960 0.287
C -2.21091 0.96379 0.44060 0.190
C 3.76301 -2.68973 7.64062 -1.283
C -5.32982 3.29568 -1.87329 -0.143
C -3.69035 -3.29654 -6.79793 -0.759
C -0.49605 -3.69742 -2.87017 -0.889
C -2.66058 3.92596 -0.34951 -1.007
C -1.00234 -1.42453 -3.51949 -0.803
C 4.37480 -0.03052 2.92225 -0.796
C -7.60186 4.49632 -1.90889 -1.220
C -6.76000 3.24284 -2.29506 -0.757
C 0.12944 -2.77661 -1.80949 -0.789
C -2.13234 -3.44842 -4.74216 -0.639
C 3.00311 -1.52925 7.09225 -0.567
C -3.52998 2.75787 1.55093 -0.867
H 1.82044 2.48625 0.45001 0.355
H -3.57633 -2.25537 -2.64839 0.378
H -4.50050 2.32959 1.80150 0.346
H 3.13787 -0.54156 7.53317 0.402
H 4.75392 -3.42648 3.66744 0.556
H -2.95455 4.94308 -0.09037 0.386
H -5.94392 2.65588 0.11777 0.389
H -6.79329 3.18924 -3.38323 0.370
H -3.54688 -5.19677 -6.02188 0.273
H 0.74910 -0.67143 -2.44976 0.723
H 1.96814 -1.86183 7.17180 0.344
H -2.78325 -1.69177 -5.60621 0.372
H 1.20264 -2.82716 -1.62568 0.443
H 5.05735 -0.13607 5.36794 0.325
H 5.31826 -1.95608 5.51779 0.343
H 1.43676 1.44026 -0.69266 -0.047
H -2.72525 1.56613 -1.35512 0.664
H -0.36502 -2.88012 -0.84362 0.390
H -4.79641 4.13252 -2.32413 0.405
H 4.97902 0.80994 3.26380 0.286
H 3.72079 -3.60267 7.04661 0.333
H -1.27506 1.37158 0.05853 -0.647
H 0.13475 -3.87890 -3.74037 0.434
H 4.75880 -2.22605 0.84738 0.061
H -2.50058 3.91680 -1.42766 0.427
H 3.33296 0.00694 3.24048 0.181
H -7.31306 2.34792 -2.00984 0.346
H -1.81482 -0.82040 -3.92323 0.562
H 2.50584 -0.78474 5.31911 -0.011
H 4.45014 -0.25199 1.85765 0.326
H -1.71461 2.36117 2.17889 -0.005
H -7.06166 5.43505 -2.03162 0.324
H -7.88311 4.52084 -0.85609 0.315
H -2.14088 -0.11919 0.54234 0.861
H -8.57309 4.53062 -2.40249 0.383
H 6.82462 -1.20541 1.03475 0.371
H -4.53107 -5.21268 -7.50661 0.376
H -1.68652 3.87184 0.13668 0.220
H 6.84535 -2.09382 4.01316 0.426
H -4.07966 -2.52626 -4.81763 0.270
H 3.01087 1.47777 -0.06701 0.222
H -4.79584 2.46231 -2.32985 0.266
H 2.85341 -2.43809 5.12740 0.539
H -1.29991 -3.59947 -5.42943 0.186
H -0.40274 -1.61224 -4.41018 0.231
H -2.49461 -4.39234 -4.33488 0.411
H -4.18119 0.82576 -0.51971 0.337
H -3.40297 3.69685 2.08970 0.456
H 4.84585 -2.56710 7.61793 0.309
H 3.58752 -2.90180 8.69529 0.375
H -5.41396 4.23987 0.02169 0.463
H -0.67607 -0.65782 -1.51634 -0.647
H -3.02497 -3.88562 -2.10882 0.320
H -2.87605 1.02482 2.55584 0.436
H 7.50510 -2.60637 1.69332 0.333
H 3.43195 -2.55814 2.90082 0.188
H 1.78906 0.86255 0.82347 -0.520
H -4.29769 -2.60124 -7.37741 0.409
H -2.79683 -3.30656 -7.42212 0.381
H -2.40744 -2.41105 -1.38785 0.321
H 7.08764 -0.37029 3.33320 0.427
H -5.15184 -4.55091 -5.86871 0.286
H -0.79529 -4.66318 -2.46292 0.427
H 5.47801 -3.78555 1.48163 0.569
```

Properties
LUMO level, eV: -0.81
HOMO, eV: -6.460
Total charge: 0
Frontier orbital gap, eV: 5.7

---

Below is a molecular structure, C15H19AsBF4N5NiO9S2, with properties calculated with ωB97M-V/def2-TZVPD.

Geometry as XYZ:
```
57
Properties=species:S:1:pos:R:3:nbo_charge:R:1
As 2.65923 1.42726 -1.06241 2.442
Ni 0.29840 -0.49404 -0.15580 1.488
S -4.43497 4.12161 -3.34025 2.402
S 2.67118 -1.27527 0.43338 2.378
F -2.29995 0.07890 2.74341 -0.586
F -0.21510 -0.58031 2.22645 -0.587
F -1.39547 -1.64587 3.87293 -0.566
F -0.63281 0.45338 4.23766 -0.550
O 1.32274 0.66656 -1.65248 -1.268
O 3.01978 -2.20576 1.48219 -0.960
O 2.41548 2.73496 -0.13889 -1.172
O 2.14316 0.01708 0.88114 -0.992
O -5.14422 3.03078 -4.01112 -1.031
O -3.62324 4.94075 -4.23654 -1.032
O 3.20121 2.24341 -2.65224 -1.068
O -5.28014 4.89853 -2.43327 -1.029
O 1.85010 -1.89441 -0.62341 -1.028
N -2.05247 -2.31021 1.09560 -0.310
N -0.97299 -2.29431 0.32064 -0.349
N -0.98835 0.07190 -3.06880 -0.687
N -0.74157 -0.96406 -2.10199 -0.710
N -0.59082 1.38966 0.35110 -0.926
C -1.02688 3.01614 -1.40536 -0.287
C 6.56198 -0.04954 -1.56948 -0.217
C 6.49151 -1.29855 -0.96649 -0.219
C -1.40937 -4.39198 0.95866 -0.361
C -1.92178 3.63117 -2.26525 -0.187
C -0.57375 -3.55158 0.21480 -0.035
C 5.46227 0.79468 -1.56340 -0.173
C -1.47795 2.04686 -0.50468 0.229
C -2.34034 -3.54726 1.52215 -0.016
C 4.22807 -0.84768 -0.34752 -0.226
C -3.25868 3.28834 -2.24074 -0.326
C -3.72001 2.33343 -1.35550 -0.179
C -2.83871 1.71693 -0.48636 -0.302
C 5.32052 -1.69278 -0.33883 -0.214
C 4.28680 0.38096 -0.95687 -0.416
B -1.11172 -0.42163 3.30838 1.331
H -0.15987 0.67399 -3.02080 0.392
H -1.51302 -1.62792 -2.15212 0.368
H -1.60530 4.38938 -2.96619 0.239
H 0.29372 -3.79282 -0.36708 0.229
H -3.17407 0.98177 0.22927 0.207
H 0.33233 1.84035 0.41547 0.435
H -1.33133 -5.45393 1.08038 0.218
H 7.48459 0.26464 -2.04192 0.204
H 5.47739 1.76309 -2.04707 0.248
H 5.22580 -2.64028 0.16804 0.232
H -4.77040 2.09067 -1.36269 0.228
H -1.77855 0.63291 -2.74735 0.361
H 0.02579 3.27931 -1.40342 0.229
H 2.47179 2.83303 -2.84689 0.474
H -3.16090 -3.74404 2.18137 0.218
H -0.97854 1.20880 1.27502 0.421
H 0.13083 -1.42867 -2.37366 0.384
H -2.45863 -1.44224 1.41883 0.448
H 7.34082 -1.96969 -1.00040 0.204
```

Properties
Relative energy (zero: lowest compared OMol25 entry of this formula, charge and spin), kcal/mol: 25.42
LUMO level (alpha / beta), eV: 3.94 / 3.94
HOMO (alpha / beta), eV: -3.351 / -3.478
Total charge: -2
Expectation value of S²: 2.0044
Spin multiplicity: 3
Frontier orbital gap (alpha / beta), eV: 7.3 / 7.4

---

Listing max |F| for the structures above in their given order: 0.7 5.9 3.8 eV/A.
Listing electronic energy for the structures above in their given order: -7456.88884 -3728.22877 -6499.12938 Eh.